Record 1
Computed, not measured: the molecule C5H7NO, with ωB97M-V/def2-TZVPD.

Atoms and positions in Å:
C1 1.41 -0.61 1.11
C2 0.62 -1.20 -0.02
C3 -0.57 -0.80 -0.47
C4 -1.39 0.34 0.07
N1 -1.33 1.52 -0.78
C5 -0.47 2.09 -1.41
O1 0.27 2.73 -2.07
H1 1.57 -1.35 1.91
H2 2.40 -0.31 0.75
H3 0.94 0.27 1.55
H4 1.09 -2.05 -0.52
H5 -1.01 -1.32 -1.33
H6 -1.07 0.62 1.08
H7 -2.44 0.05 0.13

Its SMILES is C/C=C\CN=C=O. Its spin multiplicity is 1. The value obtained for the energy is -324.69564 a.u. The LUMO energy comes out at 0.82 eV. The calculation puts the energy relative to the best compared isomer or geometry (same formula, charge and spin) at 18.1 kcal/mol. For the orbital gap, the calculation gives 10.6 eV.

Charges per atom according to Mulliken partitioning, unit e: C -1.057; C -0.017; C -0.278; C -0.573; N -0.373; C 0.659; O -0.469; H 0.297; H 0.273; H 0.289; H 0.342; H 0.344; H 0.301; H 0.262

---

Record 2
Computed, not measured: C5H7NO as an isolated structure, with ωB97M-V/def2-TZVPD.

Atoms and positions in Å:
C1 -1.91 -0.11 0.12
C2 -0.42 -0.21 0.02
N1 0.25 -0.98 1.05
C3 0.78 0.32 0.89
C4 1.74 0.36 -0.30
C5 0.45 0.17 -1.12
O1 0.15 0.59 -2.21
H1 -2.34 0.69 -0.48
H2 -2.26 -0.02 1.16
H3 -2.30 -1.07 -0.26
H4 0.83 -1.69 0.62
H5 0.29 1.16 1.35
H6 2.44 -0.49 -0.34
H7 2.29 1.28 -0.51

Its spin multiplicity is 1. The value obtained for the energy is -324.63059 a.u. The LUMO energy comes out at 1.00 eV. The calculation puts the energy relative to the best compared isomer or geometry (same formula, charge and spin) at 58.9 kcal/mol. For the orbital gap, the calculation gives 10.3 eV.

Charges per atom according to Mulliken partitioning, unit e: C -1.131; C 0.557; N -0.523; C -0.223; C -0.668; C 0.434; O -0.606; H 0.305; H 0.330; H 0.286; H 0.292; H 0.416; H 0.235; H 0.296

---

Record 3
Computed, not measured: the molecule C5H7NO, with ωB97M-V/def2-TZVPD.

Atoms and positions in Å:
C1 -1.81 0.09 0.60
N1 -0.43 -0.17 0.26
C2 0.09 -1.40 -0.13
C3 1.35 -1.19 -0.62
C4 1.62 0.21 -0.54
C5 0.50 0.79 0.00
O1 0.17 2.07 0.30
H1 -2.30 0.68 -0.19
H2 -1.89 0.63 1.55
H3 -2.33 -0.87 0.69
H4 -0.49 -2.30 0.00
H5 2.01 -1.95 -1.00
H6 2.52 0.73 -0.85
H7 0.87 2.64 -0.04

Its SMILES is Cn1cccc1O. Its spin multiplicity is 1. The value obtained for the energy is -324.70063 a.u. The LUMO energy comes out at 0.79 eV. The calculation puts the energy relative to the best compared isomer or geometry (same formula, charge and spin) at 15.0 kcal/mol. For the orbital gap, the calculation gives 8.5 eV.

Charges per atom according to Mulliken partitioning, unit e: C -0.844; N 0.141; C -0.319; C -0.626; C -0.560; C 0.423; O -0.507; H 0.297; H 0.287; H 0.308; H 0.330; H 0.389; H 0.350; H 0.332

---

Record 4
Computed, not measured: C5H7NO as an isolated structure, with ωB97M-V/def2-TZVPD.

Atoms and positions in Å:
C1 -1.30 -1.41 0.15
C2 -0.55 -0.16 -0.13
C3 0.88 -0.15 -0.61
C4 1.78 0.82 0.11
O1 1.42 1.59 0.98
C5 -1.14 1.02 -0.02
N1 -1.30 2.16 0.44
H1 -2.34 -1.18 0.38
H2 -0.88 -2.01 0.97
H3 -1.28 -2.01 -0.76
H4 -0.40 1.64 0.84
H5 1.30 -1.16 -0.46
H6 0.98 0.04 -1.69
H7 2.84 0.82 -0.21

Its spin multiplicity is 1. The value obtained for the energy is -324.58043 a.u. The LUMO energy comes out at 0.74 eV. The calculation puts the energy relative to the best compared isomer or geometry (same formula, charge and spin) at 90.4 kcal/mol. For the orbital gap, the calculation gives 8.8 eV.

Charges per atom according to Mulliken partitioning, unit e: C -1.412; C 0.473; C -0.695; C 0.213; O -0.550; C 0.060; N -0.691; H 0.392; H 0.302; H 0.317; H 0.600; H 0.326; H 0.311; H 0.354

---

Record 5
Computed, not measured: C5H7NO as an isolated structure, with ωB97M-V/def2-TZVPD.

Atoms and positions in Å:
N1 -1.63 -1.16 -0.86
C1 -0.98 -0.01 -0.77
O1 -1.19 0.99 0.19
C2 0.23 1.28 0.02
C3 0.89 0.26 0.95
C4 0.26 -1.03 0.41
C5 0.18 0.58 -1.32
H1 -2.49 -1.08 -0.31
H2 0.47 2.33 0.16
H3 0.68 0.42 2.01
H4 1.97 0.22 0.79
H5 -0.37 -1.58 1.10
H6 0.87 -1.68 -0.21
H7 0.98 0.14 -1.91

Its spin multiplicity is 1. The value obtained for the energy is -324.49816 a.u. The LUMO energy (alpha / beta) comes out at -0.72 / -0.27 eV. The calculation puts the energy relative to the best compared isomer or geometry (same formula, charge and spin) at 142.0 kcal/mol. For the orbital gap (alpha / beta), the calculation gives 6.8 / 7.7 eV.

Charges per atom according to Mulliken partitioning, unit e: N -0.743; C 0.636; O -0.438; C 0.020; C -0.514; C -0.598; C -0.616; H 0.268; H 0.383; H 0.343; H 0.301; H 0.274; H 0.367; H 0.318

---

Record 6
Computed, not measured: the molecule C5H7NO, with ωB97M-V/def2-TZVPD.

Atoms and positions in Å:
H1 -2.59 0.72 1.00
N1 -1.93 0.06 0.64
C1 -0.86 0.43 0.03
C2 -0.29 1.44 -0.84
C3 0.64 0.76 -1.56
O1 0.84 -0.53 -1.24
C4 0.02 -0.77 -0.04
C5 0.97 -1.02 1.11
H2 -0.65 2.44 -1.05
H3 1.23 1.12 -2.41
H4 -0.96 -1.37 0.15
H5 0.37 -1.11 2.02
H6 1.50 -1.96 0.96
H7 1.71 -0.22 1.24

Its SMILES is [H]/N=C1\C=CO[C@H]1C. Its spin multiplicity is 1. The value obtained for the energy is -324.62868 a.u. The LUMO energy comes out at 0.83 eV. The calculation puts the energy relative to the best compared isomer or geometry (same formula, charge and spin) at 60.1 kcal/mol. For the orbital gap, the calculation gives 9.8 eV.

Charges per atom according to Mulliken partitioning, unit e: H 0.214; N -0.665; C 0.593; C -0.610; C -0.250; O -0.371; C 0.287; C -1.137; H 0.386; H 0.386; H 0.232; H 0.354; H 0.288; H 0.293